Record 1
Here is C9H22ClI2N3NdOP as an isolated structure from the Open Molecules 2025 dataset. Energies are from the ωB97M-V functional and the def2-TZVPD basis.

## Properties
total charge: +2
LUMO (alpha / beta): -8.06 / -7.98 eV
maximum force: 8.5 eV/A
Kohn-Sham gap (alpha / beta): 6.444 / 6.516 eV
HOMO (alpha / beta): -0.5329 / -0.5329 Eh
2S+1: 4
molar mass: 652.77 g/mol

Each line ends with the Löwdin spin population.
Cartesian coordinates (Å):
I (2.0469, -4.4380, -2.7786)  0.00
I (-0.6362, -4.5930, -2.1075)  0.00
Nd (0.3694, 0.0133, -0.9483)  3.05
P (0.0850, 0.7584, -3.6748)  -0.01
C (-1.5413, 0.9340, -4.4341)  0.00
C (0.9902, 2.3189, -3.9225)  0.00
H (2.0036, -0.6420, -4.1563)  0.00
H (1.0611, -0.1581, -5.6372)  0.00
H (0.4677, -1.4784, -4.5210)  0.00
C (0.9997, -0.5140, -4.6014)  0.00
H (1.9918, 2.2409, -3.4614)  0.00
H (1.0544, 2.4761, -5.0048)  0.00
H (-1.3616, 1.1907, -5.4871)  0.00
H (-2.0987, 1.7306, -3.8949)  0.00
H (0.4356, 3.1381, -3.4277)  0.00
H (-2.0886, -0.0266, -4.3208)  0.00
C (-2.1188, 0.1401, -1.2806)  0.00
O (-3.2928, 0.1205, -1.1762)  0.00
Cl (2.9145, 0.2298, -1.4104)  -0.02
C (2.3743, -1.0846, 2.9999)  0.00
N (1.0436, -0.6241, 3.4230)  0.00
C (0.8100, -0.6211, 4.8605)  0.00
C (0.1065, -0.1932, 2.5461)  0.00
N (0.4518, -0.2772, 1.2514)  -0.01
N (-1.1203, 0.3035, 2.7763)  0.00
C (-1.8028, 0.6183, 4.0350)  0.00
C (-2.0731, 0.5630, 1.6645)  0.00
H (2.9549, -1.3478, 3.8868)  0.00
H (2.9385, -0.3059, 2.4754)  0.00
H (2.3284, -1.9941, 2.3822)  0.00
H (0.7212, 0.4079, 5.2224)  0.00
H (-0.0659, -1.2275, 5.1051)  0.00
H (1.6689, -1.0639, 5.3493)  0.00
H (1.4119, -0.6613, 1.0764)  0.00
H (-2.1348, 1.6524, 4.0164)  0.00
H (-2.6878, 0.0015, 4.1377)  0.00
H (-1.1571, 0.4753, 4.9204)  0.00
H (-1.6999, 1.3405, 0.9685)  0.00
H (-2.3274, -0.3540, 1.1286)  0.00
H (-3.0227, 0.9508, 2.0196)  0.00



Record 2
Here is a 2-piece molecular cluster, C9H22N2OP overall from the Open Molecules 2025 dataset. Energies are from the ωB97M-V functional and the def2-TZVPD basis.

## Properties
total charge: +1
ΔE to the lowest compared entry with this formula, charge and spin: 19.59 kcal per mole
LUMO: -3.11 eV
maximum force: 4.4 eV/A
Kohn-Sham gap: 8.706 eV
HOMO: -0.4342 Eh
molar mass: 205.26 g/mol

Each line ends with the natural charge from an NBO analysis.
Cartesian coordinates (Å):
C (1.5535, -0.3588, -0.6504)  0.69
C (3.6394, 0.2426, 0.8813)  -0.59
C (-1.2871, 2.9261, 0.0854)  -0.62
C (-1.9332, 1.0379, 1.5800)  -0.60
C (-1.4668, -1.9833, -1.8942)  -0.62
C (2.8014, -0.8286, 0.0896)  -0.15
C (-1.6646, 1.4738, 0.0992)  -0.29
C (-0.8046, 0.4719, -0.6116)  -0.01
C (-1.7421, -1.3802, -0.5507)  -0.44
N (0.5084, 0.1835, -0.0668)  -0.53
N (3.6383, -1.3887, -0.8729)  -0.85
O (1.5102, -0.6289, -1.9112)  -0.60
P (-1.2296, -2.1720, 0.9533)  0.25
H (3.8393, 0.9857, 0.0711)  0.21
H (3.1334, 0.6739, 1.6917)  0.22
H (4.6215, -0.0966, 1.1802)  0.24
H (-0.7160, 3.2535, 0.9527)  0.22
H (-0.7130, 3.1988, -0.8393)  0.22
H (-2.2512, 3.5023, -0.0434)  0.24
H (-2.3432, -0.0236, 1.5099)  0.21
H (-2.5582, 1.7477, 2.0664)  0.24
H (-0.9629, 0.7986, 2.1961)  0.20
H (-0.3749, -2.3765, -1.8679)  0.20
H (-1.5167, -1.2416, -2.6837)  0.23
H (-2.0430, -2.7971, -2.0708)  0.23
H (2.5231, -1.4768, 0.8656)  0.25
H (-2.5239, 1.4299, -0.6846)  0.23
H (-0.7395, 0.7054, -1.7305)  0.23
H (-2.7145, -0.9593, -0.3742)  0.23
H (0.5648, 0.3867, 0.8846)  0.42
H (3.9383, -2.3423, -0.7565)  0.42
H (4.4293, -0.8172, -1.2274)  0.40
H (2.4652, -1.0361, -2.0820)  0.53
H (-1.0259, -3.5178, 0.6678)  0.01
H (-2.4351, -2.3361, 1.6797)  0.03



Record 3
Here is C9H23ClCrI2NP2 as an isolated structure from the Open Molecules 2025 dataset. Energies are from the ωB97M-V functional and the def2-TZVPD basis.

## Properties
total charge: +2
LUMO (alpha / beta): -10.06 / -8.00 eV
maximum force: 5.4 eV/A
Kohn-Sham gap (alpha / beta): 4.172 / 6.239 eV
HOMO (alpha / beta): -0.5228 / -0.5231 Eh
2S+1: 4
molar mass: 548.50 g/mol

Each line ends with the natural charge from an NBO analysis.
Cartesian coordinates (Å):
I (1.6227, 1.3745, 2.3328)  0.16
I (2.1230, -1.1533, 2.8129)  0.20
Cr (-0.1520, -0.3780, -2.2101)  1.11
P (-2.3264, -0.0396, -1.2242)  1.08
C (-3.2538, 0.0379, 0.3972)  -0.88
C (-3.0359, 1.3503, -2.0500)  -1.01
H (-4.1505, 1.2320, -2.1343)  0.29
H (-4.2183, -1.2821, -2.0083)  0.30
H (-2.5993, 1.4782, -3.0817)  0.28
H (-2.7191, -1.6270, -3.0056)  0.27
H (-2.9068, 0.9789, 0.9221)  0.27
H (-2.8055, 2.2931, -1.4739)  0.28
C (-3.1212, -1.4452, -1.9651)  -1.01
H (-4.3198, 0.0373, 0.2187)  0.27
H (-2.8942, -2.3556, -1.3531)  0.27
H (-2.9173, -0.8376, 1.0190)  0.25
P (2.1404, -0.0308, -1.3037)  0.90
C (3.1916, 0.0815, 0.2617)  -0.93
C (3.0265, -1.4355, -1.9544)  -0.96
H (2.5386, 1.5161, -3.1028)  0.26
H (4.0338, 1.2199, -2.0708)  0.28
H (2.7009, 2.2963, -1.4712)  0.27
C (2.9317, 1.3824, -2.0443)  -0.96
H (2.6702, -1.6321, -3.0139)  0.25
H (4.1098, -1.2172, -1.9500)  0.29
H (4.2816, 0.0436, 0.1710)  0.27
H (2.8878, -0.8292, 0.9245)  0.21
H (2.8126, -2.3377, -1.3459)  0.27
H (2.8852, 1.0216, 0.8546)  0.22
Cl (-0.1951, -0.1232, -4.4063)  -0.35
C (0.3397, 0.2219, 4.6228)  -0.62
C (-0.7641, -0.2350, 3.5605)  -0.58
C (-0.5792, -0.0806, 2.0878)  0.39
N (-0.6585, 0.2837, 0.9642)  -0.54
H (1.4367, -0.1667, 4.2623)  0.16
H (0.2527, -0.1440, 5.6467)  0.26
H (0.4026, 1.4059, 4.5789)  0.23
H (-1.0247, -1.2362, 3.7764)  0.27
H (-1.7461, 0.3315, 3.7555)  0.29



Record 4
Here is C9H23ClFGaO as an isolated structure from the Open Molecules 2025 dataset. Energies are from the ωB97M-V functional and the def2-TZVPD basis.

## Properties
total charge: 0
LUMO: -1.92 eV
maximum force: 1.6 eV/A
Kohn-Sham gap: 5.865 eV
HOMO: -0.2860 Eh
molar mass: 271.46 g/mol

Each line ends with the natural charge from an NBO analysis.
Cartesian coordinates (Å):
C (4.4071, 0.1268, 1.0116)  -0.61
C (4.2459, -0.9159, -0.0963)  -0.39
C (2.7805, -1.2469, -0.3757)  -0.40
C (1.9218, -0.0439, -0.7904)  -0.41
C (0.5922, 0.0798, 0.0001)  -0.41
C (-0.6732, 0.1559, -0.8961)  -0.91
Ga (-2.2822, -0.1007, 0.3695)  1.41
C (-3.3453, 1.6547, 0.4128)  -1.19
Cl (-1.5108, -0.3948, 2.4996)  -0.61
C (-3.5279, -1.5791, -0.2684)  -0.96
C (-4.5703, -2.0239, 0.7479)  0.05
F (-4.5224, -1.2763, 1.9429)  -0.38
H (5.4048, 0.0459, 1.4320)  0.22
H (4.2392, 1.1431, 0.6667)  0.18
H (3.7107, -0.1215, 1.8098)  0.21
H (4.8014, -0.6589, -0.9973)  0.19
H (4.6942, -1.8304, 0.2922)  0.20
H (2.3975, -1.7260, 0.5224)  0.21
H (2.7306, -2.0046, -1.1550)  0.21
H (2.5017, 0.8894, -0.7413)  0.14
H (1.6714, -0.1734, -1.8415)  0.20
H (0.5898, 0.9392, 0.6751)  0.16
H (0.4617, -0.8301, 0.5694)  0.24
H (-0.7592, 1.1189, -1.4331)  0.11
H (-0.5896, -0.6283, -1.6467)  0.21
H (-3.4536, 1.9787, 1.4461)  0.22
H (-4.3367, 1.4635, 0.0142)  0.22
H (-2.8530, 2.4570, -0.1490)  0.16
H (-3.0034, -2.4521, -0.6533)  0.21
H (-4.0756, -1.1487, -1.1076)  0.21
H (-4.4327, -3.0705, 1.0183)  0.16
H (-5.5741, -1.8736, 0.3509)  0.15
O (0.5903, 3.2484, -0.8835)  -0.77
H (0.4450, 3.0346, -1.8294)  0.58
H (1.4603, 2.9072, -0.5814)  0.58
H (-0.1364, 2.8562, -0.3351)  0.60



Record 5
Here is C9H23ClI2NP2W as an isolated structure from the Open Molecules 2025 dataset. Energies are from the ωB97M-V functional and the def2-TZVPD basis.

## Properties
total charge: +3
ΔE to the lowest compared entry with this formula, charge and spin: 111.91 kcal per mole
LUMO (alpha / beta): -11.99 / -14.01 eV
maximum force: 4.3 eV/A
Kohn-Sham gap (alpha / beta): 6.470 / 4.348 eV
HOMO (alpha / beta): -0.6785 / -0.6748 Eh
2S+1: 3
molar mass: 680.34 g/mol

Each line ends with the natural charge from an NBO analysis.
Cartesian coordinates (Å):
I (-3.1045, 1.2811, 3.5414)  0.43
I (-3.3637, -1.1666, 3.3958)  0.56
W (0.1999, -0.0251, -0.2179)  0.93
P (-2.0691, 0.0153, -0.5744)  1.00
C (-2.6296, 0.0996, 1.1018)  -0.98
C (-2.9691, 1.4118, -1.2305)  -0.94
H (-4.0534, 1.2703, -1.0303)  0.27
H (-3.9911, -1.3616, -0.9167)  0.27
H (-2.7881, 1.3866, -2.2945)  0.29
H (-2.6960, -1.5663, -2.1496)  0.29
H (-2.1448, 0.9887, 1.5529)  0.23
H (-2.6415, 2.3481, -0.7895)  0.27
C (-2.9016, -1.4882, -1.0834)  -0.96
H (-3.7075, 0.1070, 1.2504)  0.28
H (-2.5488, -2.3601, -0.5429)  0.26
H (-2.1466, -0.7716, 1.5967)  0.22
P (2.6361, 0.0187, -0.3694)  1.01
C (3.5090, 0.0860, 1.2159)  -0.96
C (3.1085, -1.5479, -1.1167)  -0.96
H (2.8092, 1.4292, -2.3003)  0.28
H (4.2471, 1.6256, -1.2320)  0.29
H (2.6880, 2.3851, -0.7558)  0.26
C (3.1730, 1.5149, -1.2482)  -0.94
H (2.7329, -1.5882, -2.1371)  0.28
H (4.2058, -1.6727, -1.1130)  0.29
H (4.6257, 0.1406, 1.2447)  0.31
H (3.2168, -0.8157, 1.8078)  0.24
H (2.6607, -2.3756, -0.5101)  0.26
H (3.1282, 0.9721, 1.7731)  0.24
Cl (0.1742, -0.1359, -2.6027)  -0.21
C (-0.6255, -0.4940, 4.9287)  -0.58
C (0.3312, 0.3650, 4.0312)  -0.60
C (0.3727, -0.0261, 2.6795)  0.64
N (0.8479, -0.3088, 1.6251)  -0.56
H (-1.6809, -0.0092, 4.8282)  0.17
H (-0.3440, -0.2934, 5.9599)  0.28
H (-0.6595, -1.5300, 4.6821)  0.24
H (0.0994, 1.3928, 4.0124)  0.30
H (1.3046, 0.2278, 4.5046)  0.35



Record 6
Here is a 2-piece molecular cluster, C9H23N3P overall from the Open Molecules 2025 dataset. Energies are from the ωB97M-V functional and the def2-TZVPD basis.

## Properties
total charge: +1
ΔE to the lowest compared entry with this formula, charge and spin: 49.79 kcal per mole
LUMO: -2.75 eV
maximum force: 3.7 eV/A
Kohn-Sham gap: 9.606 eV
HOMO: -0.4541 Eh
molar mass: 204.28 g/mol

Each line ends with the natural charge from an NBO analysis.
Cartesian coordinates (Å):
C (-3.9700, -0.1294, -0.6807)  -0.31
C (-2.8462, -0.2431, 0.0670)  -0.37
C (-2.8707, -0.5051, 1.5554)  -0.65
C (3.5375, 1.1356, 1.3403)  -0.05
C (4.1493, -0.6390, 0.0108)  -0.47
C (-0.3729, -2.5157, -0.9806)  -0.44
C (0.5648, -1.2360, 0.7320)  -0.44
C (0.7321, 1.6835, -1.1029)  -0.43
C (-1.4046, 2.6153, -0.2004)  -0.38
N (3.1944, 0.2497, 0.5214)  -0.43
N (-0.0444, -1.1765, -0.5703)  -0.75
N (-0.6240, 1.3624, -0.6189)  -0.79
P (-1.2653, -0.0820, -0.8375)  1.78
H (-4.0875, -0.0564, -1.7207)  0.22
H (-4.9675, -0.1129, -0.0988)  0.22
H (-3.7795, -0.1394, 1.9114)  0.24
H (-1.9280, -0.2217, 2.1324)  0.23
H (-2.9810, -1.5417, 1.5893)  0.24
H (-1.7199, -0.6504, -2.0361)  -0.05
H (2.7819, 1.6952, 1.8787)  0.18
H (4.6220, 1.0149, 1.8155)  0.15
H (3.8421, -1.5817, -0.5425)  0.21
H (4.7829, 0.0144, -0.6523)  0.23
H (4.9075, -0.9639, 0.7176)  0.20
H (-0.9681, -3.1151, -0.2079)  0.21
H (-0.7243, -2.2593, -2.0224)  0.22
H (0.6560, -3.0721, -1.1069)  0.23
H (0.3905, -2.1841, 1.2763)  0.21
H (1.6741, -1.3756, 0.5258)  0.24
H (0.3159, -0.2802, 1.3173)  0.21
H (1.4498, 0.9257, -1.3624)  0.26
H (0.6064, 2.5517, -1.7945)  0.21
H (1.1873, 2.2454, -0.2677)  0.21
H (-1.0804, 3.0500, 0.7102)  0.23
H (-1.3634, 3.2913, -1.0949)  0.22
H (-2.3968, 2.2460, -0.2032)  0.22